{"formula": "C39H37IrN5O3S2", "method": "wB97M-V/def2-TZVPD", "charge": 4, "multiplicity": 6, "gap_ev": [6.489, 3.823], "max_force_ev_per_a": 2.42, "elements": ["Ir", "C", "C", "C", "C", "C", "C", "C", "S", "O", "C", "C", "C", "C", "C", "C", "C", "C", "C", "C", "C", "C", "C", "C", "C", "C", "C", "C", "C", "C", "S", "O", "C", "C", "C", "C", "C", "C", "C", "H", "H", "H", "H", "H", "H", "H", "H", "H", "H", "H", "H", "H", "H", "H", "H", "H", "H", "H", "H", "H", "H", "H", "H", "H", "H", "C", "N", "C", "C", "O", "H", "H", "H", "H", "H", "H", "H", "N", "C", "N", "N", "C", "N", "H", "H", "H", "H"], "coordinates": [[1.308, -1.252, -1.245], [-6.013, 3.520, -2.123], [-4.959, 2.497, -1.985], [-3.583, 2.856, -1.931], [-2.608, 1.897, -1.858], [-2.996, 0.541, -1.826], [-4.349, 0.150, -1.886], [-5.314, 1.115, -1.951], [-1.794, -0.768, -1.883], [-0.442, -0.056, -1.893], [-1.993, -1.526, -0.295], [-2.383, -2.880, -0.410], [-2.547, -3.631, 0.714], [-2.316, -3.068, 1.993], [-2.492, -3.833, 3.159], [-2.279, -3.280, 4.392], [-1.875, -1.932, 4.507], [-1.696, -1.166, 3.398], [-1.908, -1.706, 2.101], [-1.751, -0.923, 0.926], [-1.447, 0.527, 1.098], [-2.545, 1.388, 1.402], [-3.861, 0.902, 1.472], [-4.935, 1.745, 1.804], [-4.726, 3.085, 2.077], [-3.431, 3.595, 2.021], [-2.329, 2.764, 1.685], [-1.039, 3.270, 1.666], [0.041, 2.431, 1.374], [-0.147, 1.084, 1.098], [1.338, 0.028, 0.883], [1.333, -0.913, 2.003], [2.670, 1.159, 1.028], [3.010, 2.005, -0.026], [4.068, 2.877, 0.146], [4.802, 2.907, 1.341], [5.936, 3.869, 1.512], [4.443, 2.029, 2.365], [3.378, 1.156, 2.224], [-5.633, 4.531, -1.993], [-6.831, 3.339, -1.422], [-6.463, 3.452, -3.124], [-3.308, 3.901, -1.984], [-1.559, 2.164, -1.855], [-4.626, -0.898, -1.903], [-6.357, 0.833, -2.013], [-2.551, -3.309, -1.389], [-2.854, -4.666, 0.633], [-2.811, -4.863, 3.065], [-2.422, -3.875, 5.284], [-1.702, -1.508, 5.487], [-1.379, -0.137, 3.513], [-4.062, -0.147, 1.284], [-5.932, 1.326, 1.860], [-5.551, 3.729, 2.350], [-3.246, 4.638, 2.250], [-0.858, 4.314, 1.892], [1.040, 2.844, 1.385], [2.471, 1.974, -0.966], [4.346, 3.547, -0.658], [5.548, 4.863, 1.745], [6.522, 3.953, 0.598], [6.595, 3.570, 2.324], [5.011, 2.026, 3.286], [3.106, 0.473, 3.019], [4.130, -0.344, -5.769], [3.929, -0.032, -4.348], [4.896, 0.884, -3.739], [2.939, -0.539, -3.682], [2.721, -0.271, -2.448], [4.138, 0.584, -6.337], [3.329, -0.984, -6.128], [5.087, -0.849, -5.891], [5.897, 0.575, -4.034], [4.803, 0.854, -2.658], [4.718, 1.893, -4.110], [2.284, -1.220, -4.227], [3.625, -6.812, 1.338], [3.104, -6.106, 0.353], [3.191, -6.524, -0.905], [2.477, -4.965, 0.704], [2.049, -4.027, -0.004], [1.576, -3.089, -0.540], [4.085, -7.696, 1.188], [3.574, -6.453, 2.279], [3.660, -7.384, -1.145], [2.720, -6.033, -1.644]], "mulliken_spin": [2.4070, -0.0010, 0.0006, 0.0024, -0.0060, 0.0215, 0.0067, 0.0061, 0.0014, 0.0627, 0.0021, 0.1537, 0.1201, -0.0502, 0.2504, 0.1019, 0.0290, 0.1997, 0.1204, 0.0951, 0.0894, 0.0662, 0.2197, 0.0421, 0.0577, 0.2434, -0.0592, 0.0987, 0.1231, 0.0080, 0.0865, 0.0431, 0.0115, 0.0177, 0.0007, 0.0041, 0.0003, -0.0011, 0.0079, -0.0002, 0.0009, 0.0006, 0.0006, -0.0004, 0.0022, 0.0006, -0.0068, -0.0009, -0.0022, 0.0033, 0.0014, 0.0390, 0.0448, 0.0009, 0.0033, -0.0047, -0.0040, 0.0443, -0.0023, 0.0003, 0.0005, 0.0002, 0.0000, 0.0003, 0.0008, 0.0002, 0.0339, -0.0016, -0.0012, 0.1213, 0.0008, 0.0008, 0.0012, 0.0004, 0.0001, 0.0009, -0.0048, 0.0107, 0.0030, 0.0059, 0.0419, 0.0773, 0.0041, -0.0004, -0.0003, 0.0001, -0.0004]}

***

{"formula": "C20H37Cl4FO18", "method": "wB97M-V/def2-TZVPD", "charge": 0, "gap_ev": 7.962, "max_force_ev_per_a": 14.93, "elements": ["C", "O", "C", "O", "O", "C", "H", "H", "H", "H", "H", "H", "C", "O", "C", "O", "O", "C", "H", "H", "H", "H", "H", "H", "C", "O", "C", "O", "O", "C", "H", "H", "H", "H", "H", "H", "C", "O", "C", "O", "O", "C", "H", "H", "H", "H", "H", "H", "C", "O", "C", "O", "O", "C", "H", "H", "H", "H", "H", "H", "C", "C", "O", "C", "O", "O", "F", "H", "H", "H", "C", "Cl", "Cl", "H", "H", "C", "Cl", "Cl", "H", "H"], "coordinates": [[1.970, -21.706, -6.422], [2.118, -21.895, -7.846], [1.903, -23.060, -8.471], [1.411, -24.100, -7.957], [2.294, -22.918, -9.770], [2.220, -24.035, -10.595], [2.653, -22.230, -5.754], [0.959, -22.039, -6.190], [1.962, -20.636, -6.211], [2.335, -25.024, -10.152], [2.887, -23.936, -11.451], [1.207, -24.118, -10.989], [-1.850, -24.477, -3.108], [-0.453, -24.829, -3.232], [0.130, -25.631, -2.270], [-0.416, -26.044, -1.252], [1.413, -25.826, -2.622], [2.125, -26.843, -1.980], [-2.249, -23.739, -3.804], [-2.085, -24.086, -2.117], [-2.402, -25.379, -3.372], [2.726, -26.288, -1.259], [2.740, -27.403, -2.684], [1.507, -27.600, -1.498], [-0.493, -26.087, -5.434], [-0.360, -26.857, -4.262], [0.421, -27.924, -4.179], [1.099, -28.383, -5.090], [0.279, -28.414, -3.047], [1.081, -29.552, -2.588], [-0.790, -25.119, -5.030], [-1.252, -26.445, -6.130], [0.477, -25.956, -5.915], [1.931, -29.164, -2.027], [1.661, -29.968, -3.412], [0.516, -30.345, -2.098], [4.816, -23.853, -1.360], [3.598, -24.111, -2.049], [3.559, -24.455, -3.245], [4.474, -24.480, -4.032], [2.218, -24.767, -3.589], [1.954, -25.514, -4.780], [4.717, -23.942, -0.278], [5.080, -22.806, -1.513], [5.622, -24.492, -1.719], [2.368, -25.071, -5.686], [0.926, -25.783, -5.023], [2.436, -26.474, -4.597], [-1.986, -16.006, -2.543], [-1.470, -17.225, -2.980], [-2.017, -18.327, -2.601], [-3.032, -18.348, -1.896], [-1.371, -19.308, -3.229], [-1.743, -20.638, -3.091], [-2.310, -15.984, -1.502], [-2.832, -15.728, -3.170], [-1.251, -15.222, -2.728], [-1.155, -21.326, -3.699], [-2.783, -20.686, -3.413], [-1.912, -21.014, -2.082], [0.934, -23.274, -1.768], [1.955, -22.500, -0.973], [1.164, -21.536, -0.392], [0.030, -21.389, -1.031], [-0.881, -20.627, -0.796], [0.083, -22.211, -2.038], [2.903, -21.953, -1.708], [0.455, -24.076, -1.206], [1.431, -23.742, -2.618], [2.508, -23.143, -0.288], [-0.599, -25.436, -7.665], [0.561, -26.747, -7.755], [-2.277, -25.915, -7.324], [-0.372, -24.669, -6.925], [-0.631, -24.836, -8.574], [0.695, -23.107, -4.299], [-0.193, -21.611, -4.388], [0.341, -24.091, -5.766], [1.761, -22.971, -4.113], [0.222, -23.705, -3.520]], "mulliken_charge": [-0.1635, -0.3847, 0.6502, -0.3882, -0.3827, -0.6827, 0.2800, 0.1077, 0.3604, 0.2646, 0.3062, 0.2954, -1.2614, 0.7221, 1.2447, -0.6757, 0.2045, -1.7631, 0.2598, 0.2868, 0.3456, 0.3169, 0.4535, 0.6395, -2.4203, -0.2498, 0.8044, -0.6497, -0.3318, -0.9496, 1.4149, 1.2982, -0.7383, 0.4598, 0.3528, 0.3033, -1.0235, 0.2686, 0.7198, -0.6230, 0.2474, -2.1009, 0.3242, 0.3198, 0.3686, 0.6277, 0.1969, 0.8490, -0.6925, -0.3366, 0.6974, -0.6133, -0.1935, -1.2230, 0.3110, 0.2966, 0.2369, 0.2467, 0.6178, 0.4335, -0.2973, -0.0169, -0.4054, 0.5391, -0.6149, -0.0784, -0.3128, 0.3061, 0.1864, 0.3974, 0.8161, -0.0880, -0.3190, -1.1282, 0.5515, 0.0495, -0.1070, 0.7888, 0.0022, -0.5544]}

***

{"formula": "C2H8NOS2", "method": "wB97M-V/def2-TZVPD", "charge": 2, "multiplicity": 2, "gap_ev": [8.365, 4.158], "max_force_ev_per_a": 1.37, "elements": ["O", "C", "C", "N", "H", "H", "H", "H", "H", "H", "S", "S", "H", "H"], "coordinates": [[0.788, 3.038, 0.332], [0.422, 2.288, 1.178], [-0.259, 0.959, 0.807], [0.046, 0.706, -0.633], [0.649, 2.451, 2.245], [0.266, 0.216, 1.415], [-1.328, 0.914, 1.012], [0.049, -0.320, -0.793], [-0.661, 1.051, -1.290], [0.959, 1.115, -0.876], [-0.661, -3.406, 0.152], [-0.757, -2.495, -1.696], [0.596, -3.056, 0.510], [-0.109, -3.462, -2.364]], "mulliken_spin": [0.0007, 0.0005, 0.0021, -0.0022, 0.0002, -0.0005, -0.0007, 0.0056, -0.0026, -0.0003, 0.7559, 0.2152, -0.0017, 0.0278]}

***

{"formula": "C23H40BINO10P", "method": "wB97M-V/def2-TZVPD", "charge": 0, "gap_ev": 7.878, "max_force_ev_per_a": 1.17, "elements": ["C", "C", "I", "C", "B", "P", "N", "H", "H", "H", "H", "H", "H", "H", "H", "H", "H", "O", "C", "O", "C", "C", "C", "H", "H", "H", "H", "H", "H", "O", "C", "O", "C", "C", "C", "H", "H", "H", "H", "H", "H", "O", "C", "O", "C", "C", "C", "H", "H", "H", "H", "H", "H", "O", "C", "O", "C", "C", "C", "H", "H", "H", "H", "H", "H", "O", "C", "O", "C", "C", "C", "H", "H", "H", "H", "H", "H"], "coordinates": [[0.280, 0.656, 1.295], [-0.106, -0.752, 0.982], [-0.711, -0.953, -1.071], [-1.235, -1.293, 1.841], [-2.473, -1.502, 0.917], [-3.687, -0.097, 0.496], [-4.842, -0.208, 1.582], [1.207, 0.902, 0.803], [-0.458, 1.368, 0.961], [0.441, 0.716, 2.360], [0.765, -1.354, 1.142], [-1.386, -0.629, 2.677], [-0.943, -2.240, 2.255], [-2.731, -2.578, 0.475], [-4.165, -0.340, -0.809], [-3.044, 1.145, 0.428], [-4.939, 0.662, 2.099], [0.447, -1.055, 4.460], [0.460, -2.017, 5.180], [1.586, -2.721, 5.395], [1.308, -3.872, 6.223], [0.017, -3.528, 6.959], [-0.696, -2.637, 5.940], [1.202, -4.742, 5.572], [2.155, -4.029, 6.885], [-0.547, -4.406, 7.266], [0.251, -2.945, 7.844], [-1.304, -3.206, 5.233], [-1.304, -1.861, 6.394], [-3.441, 0.243, -5.676], [-2.307, -0.145, -5.667], [-1.774, -0.769, -4.597], [-0.367, -1.045, -4.822], [-0.200, -1.039, -6.334], [-1.260, -0.019, -6.761], [0.221, -0.266, -4.338], [-0.125, -2.000, -4.367], [0.807, -0.800, -6.647], [-0.456, -2.018, -6.740], [-0.880, 1.004, -6.748], [-1.702, -0.227, -7.730], [-3.912, 3.667, -0.250], [-4.258, 3.377, -1.361], [-3.489, 3.607, -2.442], [-4.190, 3.246, -3.651], [-5.255, 2.247, -3.207], [-5.570, 2.737, -1.788], [-4.625, 4.155, -4.075], [-3.477, 2.832, -4.353], [-6.113, 2.215, -3.873], [-4.822, 1.248, -3.166], [-6.344, 3.505, -1.776], [-5.842, 1.938, -1.103], [1.471, -1.040, 8.352], [2.243, -0.214, 7.952], [3.481, -0.086, 8.476], [4.163, 1.039, 7.888], [3.463, 1.276, 6.552], [2.033, 0.828, 6.866], [4.063, 1.889, 8.566], [5.215, 0.789, 7.791], [3.547, 2.302, 6.204], [3.890, 0.624, 5.789], [1.428, 1.634, 7.283], [1.519, 0.394, 6.014], [2.775, -0.733, -5.371], [3.690, -0.224, -5.952], [4.021, -0.579, -7.213], [5.215, 0.109, -7.636], [5.297, 1.348, -6.746], [4.650, 0.843, -5.452], [6.063, -0.562, -7.493], [5.123, 0.339, -8.693], [6.311, 1.721, -6.627], [4.691, 2.148, -7.171], [5.370, 0.365, -4.787], [4.110, 1.610, -4.905]], "mulliken_charge": [-1.3580, 0.1042, 0.0240, -0.3536, -0.0822, 0.5510, -0.8027, 0.4217, 0.3366, 0.2923, 0.4733, 0.2675, 0.0181, -0.0958, -0.0307, 0.0081, 0.2194, -0.6287, 0.6045, -0.3537, -0.5363, -0.3975, -0.4764, 0.3228, 0.3170, 0.4092, 0.1695, 0.3151, 0.2767, -0.6111, 0.4633, -0.3107, -0.4418, -0.2650, -0.4491, 0.2843, 0.3767, 0.0742, 0.2768, 0.2557, 0.3245, -0.6089, 0.5502, -0.3694, -0.4042, -0.3009, -0.3565, 0.2579, 0.2277, 0.3949, 0.0991, 0.2815, 0.2516, -0.5935, 0.5109, -0.3722, -0.4494, -0.6012, 0.2616, 0.2493, 0.3440, 0.3574, 0.2702, 0.2947, -0.2874, -0.5722, 0.5573, -0.3610, -0.4435, -0.4866, -0.4297, 0.2723, 0.3133, 0.3243, 0.2634, 0.2662, 0.2956]}

***

{"formula": "C7H17FN2O6S", "method": "wB97M-V/def2-TZVPD", "charge": 0, "gap_ev": 10.214, "max_force_ev_per_a": 2.62, "elements": ["N", "C", "C", "C", "N", "O", "S", "O", "O", "F", "H", "H", "H", "H", "H", "H", "H", "H", "H", "C", "C", "O", "C", "O", "O", "C", "H", "H", "H", "H", "H", "H", "H", "H"], "coordinates": [[-2.088, -2.044, 0.239], [-1.549, -2.729, -0.939], [-0.891, -4.040, -0.501], [0.614, -4.115, -0.722], [1.502, -3.666, 0.368], [1.099, -4.129, 1.618], [1.873, -2.035, 0.370], [2.955, -1.816, 1.219], [2.097, -1.639, -0.955], [0.670, -1.292, 0.955], [-2.610, -1.216, -0.011], [-2.662, -2.673, 0.779], [-2.371, -2.946, -1.615], [-0.845, -2.107, -1.478], [-1.308, -4.811, -1.135], [-1.198, -4.285, 0.506], [0.882, -3.600, -1.630], [0.869, -5.154, -0.880], [0.374, -3.577, 1.958], [1.574, 2.184, 1.004], [1.004, 3.406, 1.690], [0.806, 4.495, 0.773], [-0.260, 4.395, -0.016], [-1.070, 3.503, -0.014], [-0.281, 5.461, -0.819], [-1.337, 5.451, -1.782], [2.489, 2.438, 0.469], [1.796, 1.407, 1.734], [0.873, 1.779, 0.275], [1.706, 3.777, 2.433], [0.070, 3.179, 2.204], [-2.302, 5.309, -1.304], [-1.165, 4.669, -2.520], [-1.316, 6.419, -2.274]], "mulliken_charge": [-0.5098, -0.5315, -0.5820, -0.9417, 0.0384, -0.4296, 1.2651, -0.5951, -0.5972, -0.2074, 0.2100, 0.1765, 0.4116, 0.3820, 0.2664, 0.4696, 0.4817, 0.3385, 0.3559, -1.0002, -0.3218, -0.3438, 0.7865, -0.5587, -0.3348, -0.6348, 0.3153, 0.3377, 0.3101, 0.3077, 0.3281, 0.2931, 0.2920, 0.2220]}

***

{"formula": "C5H10NS", "method": "wB97M-V/def2-TZVPD", "charge": 1, "gap_ev": 8.065, "max_force_ev_per_a": 4.29, "elements": ["C", "C", "C", "C", "C", "N", "S", "H", "H", "H", "H", "H", "H", "H", "H", "H", "H"], "coordinates": [[-0.844, -0.221, 1.165], [-0.595, 0.366, 2.281], [-1.206, -0.786, 0.008], [1.713, -0.193, -0.134], [-1.960, -0.081, -1.063], [1.671, -0.180, -1.462], [2.560, 0.759, 1.010], [-1.242, 0.286, 3.165], [0.371, 0.923, 2.345], [-1.051, -1.834, -0.147], [1.176, -0.981, 0.390], [-2.316, -0.747, -1.903], [-1.473, 0.733, -1.363], [-2.829, 0.253, -0.649], [1.183, -0.841, -2.021], [1.943, 0.652, -1.859], [2.900, 1.891, 0.236]], "mulliken_charge": [0.1581, -0.6356, -0.1456, 0.0044, -1.1813, -0.2344, -0.0964, 0.2796, 0.1033, 0.4830, 0.4863, 0.2998, 0.3588, 0.4279, 0.2686, 0.1945, 0.2289]}

***

{"formula": "C4H4O4", "method": "wB97M-V/def2-TZVPD", "charge": 0, "gap_ev": 7.992, "max_force_ev_per_a": 7.93, "elements": ["C", "C", "C", "C", "H", "H", "H", "H", "O", "O", "O", "O"], "coordinates": [[1.335, -0.052, 0.027], [0.638, -1.093, 0.022], [-0.711, -0.563, 0.086], [-0.638, 0.813, 0.183], [2.799, 1.068, -0.290], [1.183, -2.091, 0.079], [-2.032, -1.862, -0.014], [-2.391, 1.618, 0.511], [2.608, 0.162, -0.221], [-2.062, -0.991, -0.228], [-1.414, 1.841, -0.255], [0.684, 1.150, 0.102]], "mulliken_charge": [0.6057, -0.6817, 0.5695, 0.0814, 0.3462, 0.2783, 0.3024, 0.4284, -0.5069, -0.4739, -0.5571, -0.3924]}

***

Number 1: electronic energy -2907.06081 a.u.. Number 2: electronic energy -4078.14511 a.u.. Number 3: electronic energy -1006.59683 a.u.. Number 4: electronic energy -2371.45151 a.u.. Number 5: electronic energy -1335.84898 a.u.. Number 6: electronic energy -649.08994 a.u.. Number 7: electronic energy -455.64227 a.u..